DFT (the ωB97M-V functional and the def2-TZVPD basis) results for a 2-piece molecular cluster, C10H13O3 overall at a distorted geometry.

Geometry (Å):
C (1.040, 1.498, -1.802)
C (1.979, 1.511, -3.030)
C (1.820, 1.968, -0.482)
O (1.727, 1.178, 0.482)
O (2.365, 3.065, -0.665)
H (0.365, 2.326, -1.822)
H (0.632, 0.486, -1.814)
H (2.579, 2.407, -2.941)
H (1.456, 1.487, -3.988)
H (2.620, 0.630, -2.941)
C (-3.445, -1.190, 0.788)
C (-1.503, -0.678, 2.258)
C (-1.964, -1.117, 1.031)
C (-0.126, -0.520, 2.436)
C (-1.073, -1.442, -0.002)
C (0.750, -0.982, 1.466)
C (0.284, -1.442, 0.241)
O (2.087, -1.012, 1.759)
H (-2.091, -0.455, 3.142)
H (0.338, -0.209, 3.363)
H (-3.793, -2.227, 0.886)
H (-3.865, -0.725, -0.104)
H (-1.600, -1.893, -0.835)
H (1.052, -1.781, -0.443)
H (2.437, -0.152, 1.450)
H (-4.068, -0.729, 1.567)

Forces on atoms 1 to 3 (eV/Å):
C 1.60 -0.12 -0.07
C -0.21 0.20 0.84
C -0.62 -1.08 -2.15

The spin multiplicity is 1. The strongest force on any atom is 2.5 eV Å⁻¹. The frontier orbital gap is 7.5843 eV. Its net charge is -1. The electronic energy comes out at -614.6184 Ha. The value obtained for the energy above the lowest of the compared OMol25 structures with the same formula, charge and spin is 112.6 kJ/mol.



DFT (the ωB97M-V functional and the def2-TZVPD basis) results for C16H23BCaClF2N2OS as an isolated structure.

Geometry (Å):
Ca (2.049, -1.194, 0.854)
C (4.676, 0.899, 2.599)
N (3.628, -0.056, 2.931)
C (4.230, -1.194, 3.621)
C (2.588, 0.538, 3.767)
C (1.756, 1.555, 3.010)
N (0.939, 0.951, 1.959)
C (-0.278, 0.347, 2.517)
C (0.548, 1.957, 0.974)
H (5.165, 1.271, 3.517)
H (4.293, 1.751, 2.040)
H (5.416, 0.421, 1.966)
H (4.720, -0.869, 4.555)
H (4.983, -1.647, 2.975)
H (3.469, -1.939, 3.841)
H (3.030, 1.035, 4.652)
H (1.964, -0.281, 4.133)
H (2.415, 2.283, 2.533)
H (1.121, 2.125, 3.709)
H (-0.882, 1.117, 3.022)
H (-0.033, -0.451, 3.215)
H (-0.857, -0.087, 1.702)
H (-0.027, 2.767, 1.452)
H (-0.053, 1.489, 0.197)
H (1.438, 2.388, 0.513)
F (4.967, 0.085, -0.443)
B (4.453, -1.172, -0.200)
F (5.426, -2.085, -0.447)
C (-6.497, -0.515, -3.418)
C (-6.500, -0.254, -4.902)
O (-7.527, -0.136, -5.524)
S (-4.973, -0.102, -5.825)
C (-3.706, -0.311, -4.613)
C (-3.235, 0.784, -3.889)
C (-2.245, 0.624, -2.939)
C (-1.682, -0.633, -2.684)
C (-2.151, -1.724, -3.428)
C (-3.142, -1.563, -4.377)
C (-0.658, -0.794, -1.700)
C (0.223, -0.933, -0.859)
H (-7.261, -1.265, -3.223)
H (-6.801, 0.412, -2.929)
H (-5.541, -0.828, -3.013)
H (-3.659, 1.763, -4.075)
H (-1.885, 1.475, -2.375)
H (-1.718, -2.698, -3.243)
H (-3.496, -2.416, -4.943)
Cl (1.307, -2.890, 2.794)

Forces on atoms 1 to 3 (eV/Å):
Ca -0.35 -0.06 0.40
C 0.02 0.10 0.07
N -0.19 -0.10 -0.06

The spin multiplicity is 1. The strongest force on any atom is 0.5 eV Å⁻¹. The frontier orbital gap is 7.0285 eV. Its net charge is -1. The electronic energy comes out at -2568.9970 Ha. The value obtained for the energy above the lowest of the compared OMol25 structures with the same formula, charge and spin is 0.0 kJ/mol.



DFT (the ωB97M-V functional and the def2-TZVPD basis) results for one molecule with the formula C4H6O2 at a distorted geometry.

Geometry (Å):
O (0.308, -2.218, 0.228)
C (-0.045, -1.085, 0.006)
C (0.386, -0.089, -1.042)
C (0.339, 1.223, -0.236)
O (-0.629, 1.034, 0.813)
C (-0.759, -0.357, 1.090)
H (-0.352, -0.101, -1.851)
H (1.372, -0.330, -1.444)
H (1.317, 1.427, 0.220)
H (0.056, 2.093, -0.847)
H (-1.811, -0.580, 1.259)
H (-0.181, -1.017, 1.804)

Forces on atoms 1 to 3 (eV/Å):
O 0.13 -0.21 -1.32
C 0.11 -0.51 -0.21
C 0.04 -0.06 -0.05

The spin multiplicity is 1. Its SMILES is O=C1CCOC1. The strongest force on any atom is 2.6 eV Å⁻¹. The frontier orbital gap is 10.6527 eV. Its net charge is 0. The electronic energy comes out at -306.4432 Ha. The value obtained for the energy above the lowest of the compared OMol25 structures with the same formula, charge and spin is 165.7 kJ/mol.



DFT (the ωB97M-V functional and the def2-TZVPD basis) results for an isolated ion of composition C6H13O2 and charge +1 at a distorted geometry.

Geometry (Å):
C (-0.834, -1.200, 0.688)
C (0.537, -1.174, -0.025)
C (-1.816, -0.938, -0.434)
C (1.045, 0.192, -0.052)
C (0.894, 1.114, 1.075)
C (1.911, 0.654, -1.148)
O (-1.955, 1.303, 0.281)
O (-1.764, 0.471, -0.854)
H (-1.184, -2.191, 1.099)
H (-1.028, -0.474, 1.383)
H (1.400, -1.771, 0.576)
H (0.621, -1.579, -0.959)
H (-1.432, -1.288, -1.407)
H (-2.903, -1.051, -0.076)
H (-0.120, 1.325, 1.223)
H (1.397, 1.981, 1.046)
H (1.234, 0.502, 2.045)
H (2.701, -0.201, -1.274)
H (2.305, 1.537, -0.844)
H (1.178, 0.746, -2.086)
H (-2.187, 2.043, -0.257)

Forces on atoms 1 to 3 (eV/Å):
C -0.70 -3.66 -2.72
C 1.49 0.57 4.69
C -1.63 2.34 -0.13

The spin multiplicity is 1. The strongest force on any atom is 5.3 eV Å⁻¹. The frontier orbital gap is 8.1165 eV. Its net charge is +1. The electronic energy comes out at -386.4330 Ha. The value obtained for the energy above the lowest of the compared OMol25 structures with the same formula, charge and spin is 528.5 kJ/mol.



DFT (the ωB97M-V functional and the def2-TZVPD basis) results for a 5-piece molecular cluster, C2H15NO4 overall at a distorted geometry.

Geometry (Å):
C (-2.019, 0.788, -0.169)
N (-2.302, -0.494, 0.403)
C (-3.035, -0.464, 1.689)
H (-1.326, 1.413, 0.396)
H (-2.950, 1.492, -0.217)
H (-1.653, 0.791, -1.279)
H (-2.613, -1.262, -0.178)
H (-3.949, 0.172, 1.712)
H (-3.361, -1.407, 1.939)
H (-2.268, -0.124, 2.472)
O (0.679, -2.009, 0.225)
H (0.472, -1.616, -0.696)
H (0.744, -2.949, 0.137)
O (1.569, -0.524, -2.591)
H (2.016, -0.665, -3.438)
H (2.242, -0.534, -1.919)
O (3.160, 1.520, -0.705)
H (2.883, 2.433, -0.906)
H (2.596, 1.260, -0.068)
O (1.016, 1.172, 1.425)
H (0.924, 0.325, 0.941)
H (1.298, 0.913, 2.328)

Forces on atoms 1 to 3 (eV/Å):
C -1.47 1.89 -2.34
N -0.36 -0.42 1.04
C 2.14 2.62 -0.32

The spin multiplicity is 1. Its SMILES is CNC.O.O.O.O. The strongest force on any atom is 5.1 eV Å⁻¹. The frontier orbital gap is 8.8178 eV. Its net charge is 0. The electronic energy comes out at -440.8588 Ha. The value obtained for the energy above the lowest of the compared OMol25 structures with the same formula, charge and spin is 171.0 kJ/mol.



DFT (the ωB97M-V functional and the def2-TZVPD basis) results for C28H58Br2ClN2NbO3S as an isolated structure at a distorted geometry.

Geometry (Å):
O (-3.020, -4.751, 0.551)
C (-3.758, -3.720, 0.692)
O (-5.078, -3.833, 1.074)
Nb (-2.719, -1.692, 0.293)
Cl (-0.535, -2.888, 0.752)
Br (-2.854, -1.303, 2.944)
C (-2.481, -2.180, -1.910)
C (-3.694, -2.996, -2.571)
C (-5.149, -2.444, -2.227)
Br (-6.441, -3.613, -3.262)
C (-1.558, 0.262, -0.028)
C (-2.490, 1.588, 0.014)
C (-2.649, 2.081, 1.543)
C (-4.165, 2.094, 2.064)
S (-4.356, 2.443, 3.886)
C (-2.909, 1.746, 4.769)
N (-2.764, 0.657, 5.666)
N (-1.425, 0.611, 5.963)
C (-0.742, 1.645, 5.278)
O (-1.679, 2.388, 4.534)
H (-4.327, -0.856, 0.025)
H (-2.206, -1.214, -2.472)
H (-1.553, -2.861, -1.995)
H (-3.600, -4.127, -2.382)
H (-3.572, -2.885, -3.717)
H (-5.352, -1.382, -2.583)
H (-5.460, -2.556, -1.139)
H (-1.134, 0.225, -1.099)
H (-0.659, 0.341, 0.674)
H (-1.993, 2.462, -0.555)
H (-3.555, 1.381, -0.369)
H (-2.237, 3.145, 1.710)
H (-1.963, 1.400, 2.169)
H (-4.640, 1.092, 1.753)
H (-4.720, 2.931, 1.503)
H (0.347, 1.936, 5.236)
C (2.541, 6.605, -3.719)
C (1.612, 5.436, -4.017)
C (0.499, 5.270, -2.981)
C (0.974, 4.962, -1.557)
C (1.841, 3.710, -1.416)
C (1.112, 2.430, -1.804)
H (3.068, 6.471, -2.772)
H (3.295, 6.698, -4.506)
H (1.983, 7.544, -3.673)
H (2.196, 4.515, -4.103)
H (1.151, 5.599, -4.998)
H (-0.179, 4.479, -3.317)
H (-0.101, 6.188, -2.953)
H (0.093, 4.860, -0.914)
H (1.532, 5.821, -1.166)
H (2.159, 3.626, -0.371)
H (2.757, 3.807, -2.007)
H (0.220, 2.288, -1.190)
H (1.765, 1.566, -1.654)
H (0.812, 2.438, -2.855)
C (6.687, 2.376, 7.755)
C (6.215, 3.051, 6.474)
C (4.735, 3.436, 6.504)
C (3.759, 2.263, 6.640)
C (3.871, 1.192, 5.553)
C (3.561, 1.718, 4.158)
H (6.163, 1.434, 7.931)
H (7.755, 2.154, 7.693)
H (6.527, 3.026, 8.619)
H (6.426, 2.403, 5.618)
H (6.807, 3.961, 6.322)
H (4.501, 4.001, 5.596)
H (4.564, 4.125, 7.339)
H (2.739, 2.662, 6.642)
H (3.897, 1.786, 7.617)
H (3.165, 0.388, 5.786)
H (4.866, 0.737, 5.562)
H (2.551, 2.133, 4.114)
H (3.624, 0.908, 3.428)
H (4.267, 2.494, 3.852)
C (-0.812, -6.272, -2.458)
C (-0.209, -5.576, -3.672)
C (-1.254, -5.162, -4.710)
C (-2.037, -6.317, -5.343)
C (-1.184, -7.379, -6.038)
C (-0.389, -6.835, -7.218)
H (-1.308, -7.206, -2.734)
H (-0.028, -6.514, -1.737)
H (-1.540, -5.626, -1.962)
H (0.550, -6.221, -4.127)
H (0.316, -4.677, -3.332)
H (-0.757, -4.584, -5.497)
H (-1.969, -4.478, -4.241)
H (-2.743, -5.897, -6.069)
H (-2.649, -6.804, -4.578)
H (-1.847, -8.172, -6.402)
H (-0.504, -7.854, -5.324)
H (-1.055, -6.399, -7.968)
H (0.176, -7.640, -7.696)
H (0.326, -6.071, -6.905)

Forces on atoms 1 to 3 (eV/Å):
O -0.89 2.36 -0.29
C -3.97 -2.84 1.40
O 4.50 1.24 -1.56

The spin multiplicity is 1. The strongest force on any atom is 5.4 eV Å⁻¹. The frontier orbital gap is 4.0801 eV. Its net charge is -2. The electronic energy comes out at -7500.1288 Ha.